# 1
Molecular formula: C49H45N7P2SeSr
Method: DFT, ωB97M-V/def2-TZVPD

Summary:
E_HOMO (eV): -11.91
ΔE to the lowest compared entry with this formula, charge and spin (kcal per mole): 165.5
Net charge: +2
Frontier orbital gap (eV): 7.07

Geometry (Å):
Sr -0.541793 -0.994994 0.652845
N 1.256276 -5.427715 -1.092082
C 0.494009 -4.361306 -0.851360
N 0.919713 -3.150643 -0.682471
C 2.291534 -2.913812 -0.829297
N 2.780583 -1.728847 -0.877977
N 1.915067 -0.680990 -0.577395
C 2.332372 0.438403 -1.007615
C 1.651661 1.696566 -0.634967
C 1.923416 2.894001 -1.267569
C 1.293618 4.044972 -0.822663
C 0.458209 3.964099 0.275926
C 0.245796 2.719612 0.852676
N 0.797771 1.590907 0.395139
C 3.197571 -4.048291 -1.044358
C 4.584088 -3.902504 -1.148420
C 5.379062 -4.995329 -1.404878
C 4.808043 -6.262648 -1.549817
C 3.445826 -6.430312 -1.424799
C 2.649812 -5.316624 -1.180988
H 0.839659 -6.330555 -1.250365
H -0.575683 -4.533590 -0.792371
H 3.248896 0.476470 -1.590509
H 2.625236 2.927518 -2.090892
H 1.462531 4.991608 -1.318773
H -0.020729 4.840998 0.688190
H -0.399178 2.663141 1.716303
H 4.993550 -2.908949 -1.029174
H 6.449369 -4.879923 -1.504186
H 5.432158 -7.119290 -1.764532
H 3.002737 -7.415362 -1.513967
C -2.422315 -0.701981 1.755309
C -1.399037 0.421059 2.097698
P -0.026161 -0.223777 3.248100
C -0.881599 0.160057 4.841325
C -0.080931 0.057926 5.981164
C -0.616339 0.270904 7.241999
C -1.965722 0.547985 7.386438
C -2.777211 0.634448 6.263892
C -2.238712 0.454238 4.995055
C -0.412143 -2.070127 3.106794
C 0.471751 -2.912714 2.410451
C 0.101380 -4.246834 2.220825
C -1.145944 -4.691920 2.627309
C -2.042146 -3.845747 3.298507
C -1.638094 -2.563954 3.603411
C -2.735790 -0.670919 0.198376
P -2.602992 -2.552155 -0.071443
C -4.199863 -3.052540 0.693132
C -4.354685 -4.433413 0.862029
C -5.350769 -4.943911 1.676761
C -6.185629 -4.079386 2.369482
C -6.075633 -2.709979 2.176840
C -5.110994 -2.197428 1.315176
C -2.811308 -2.327567 -1.882129
C -1.655157 -1.866808 -2.566203
C -1.790711 -1.430951 -3.873875
C -3.029292 -1.451278 -4.501875
C -4.156393 -1.884133 -3.823696
C -4.050918 -2.313293 -2.504213
H -3.270992 -0.770245 2.416868
H -1.871913 -1.691919 1.869191
H -1.759963 1.254322 2.682008
H -1.093404 0.817312 1.093054
H 0.968810 -0.183261 5.859401
H 0.023727 0.215915 8.112525
H -2.386678 0.709275 8.370044
H -3.835006 0.839938 6.358782
H -2.914994 0.567722 4.160013
H 1.417054 -2.478533 2.015360
H 0.806710 -4.933405 1.770696
H -1.447753 -5.714377 2.433019
H -3.036861 -4.168956 3.574571
H -2.311513 -1.884223 4.100330
H -2.001610 0.050086 -0.252838
H -3.706120 -0.394122 -0.176874
H -3.648528 -5.095764 0.371615
H -5.444090 -6.013467 1.812234
H -6.922731 -4.470704 3.058305
H -6.729711 -2.027460 2.702372
H -5.084081 -1.126989 1.166234
H -0.678620 -1.750932 -2.055312
H -0.921299 -1.058516 -4.401199
H -3.125196 -1.108175 -5.523571
H -5.122505 -1.875923 -4.310902
H -4.930407 -2.614820 -1.948425
C -3.792370 4.362307 -1.452817
N -4.820350 4.236674 -0.439744
C -4.828595 3.339558 0.566131
Se -3.497506 2.042624 0.972672
N -5.974015 3.499422 1.251234
C -6.735372 4.523588 0.683309
C -7.978599 5.046348 1.004266
C -8.442150 6.077333 0.204822
C -7.693046 6.558052 -0.875625
C -6.457649 6.022722 -1.196907
C -5.998063 4.992511 -0.388939
H -3.012622 3.634329 -1.254706
H -3.357099 5.360850 -1.427583
H -4.212317 4.172896 -2.439993
H -6.217352 2.945167 2.052825
H -8.561588 4.660068 1.829604
H -9.404196 6.521965 0.419450
H -8.093957 7.362516 -1.477283
H -5.878399 6.383878 -2.035913

Cartesian forces (eV/Å) of the 6 atoms listed first:
11.1 -4.0 -5.5
0.2 -0.2 -0.1
-0.1 0.1 0.0
0.1 0.2 0.1
-0.4 0.0 -0.4
0.3 0.4 0.2

# 2
Molecular formula: C5H13N2O
Method: DFT, ωB97M-V/def2-TZVPD

Summary:
E_HOMO (eV): -2.31
ΔE to the lowest compared entry with this formula, charge and spin (kcal per mole): 29.3
Net charge: -1
SMILES: C[C@@H](CC[O-])NCN
Frontier orbital gap (eV): 5.96

Geometry (Å):
C 0.855091 -0.482235 -1.165817
C 0.233994 -0.278363 0.193228
C 1.022872 0.861054 0.890877
C 2.556194 0.543784 1.203148
O 3.386485 0.816072 0.191601
N -1.192550 0.081845 0.271892
C -2.049288 -0.740762 -0.585563
N -3.406945 -0.288922 -0.690246
H 0.567929 0.239038 -1.934403
H 1.942490 -0.268317 -1.111703
H 0.895050 -1.507927 -1.545175
H 0.457592 -1.113269 0.868697
H 1.028574 1.800229 0.329490
H 0.560473 1.030944 1.878345
H 2.668287 -0.532147 1.473805
H 2.662202 1.179008 2.153399
H -1.205402 1.078861 0.109961
H -1.606356 -0.792957 -1.594694
H -1.934704 -1.776171 -0.267190
H -4.018055 -0.568412 0.066307
H -3.423934 0.718647 -0.735961

Cartesian forces (eV/Å) of the 6 atoms listed first:
1.6 -0.4 -0.8
1.0 1.4 1.2
0.3 -0.8 0.8
-0.5 0.7 -0.6
0.2 0.4 -0.1
0.2 -1.0 0.2

> net charge of number 2 (C5H13N2O)?

-1

> Look up the net charge of the first one.

+2

> Look up the E_HOMO of the first one.

-11.91 eV